No. 1
DFT (ωB97M-V with the def2-TZVPD basis set) results for a single C3H7O6P molecule at a distorted geometry.

For the energy, the calculation gives -911.20872 hartree. The value obtained for the HOMO energy is -9.19 eV. Its gap between HOMO and LUMO is 9.6 eV. The calculation puts the relative energy (zero: lowest compared OMol25 entry of this formula, charge and spin) at 531.1 kJ/mol. Its structure (SMILES) is O=C(O)[C@H](CO)P(O)OO.

```
17
C3H7O6P ωB97M-V with the def2-TZVPD basis set
O -0.491 2.328 -0.529
C -0.730 1.262 -0.004
O -1.043 1.035 1.247
C -0.406 -0.057 -0.699
C -0.824 -1.371 -0.066
O -1.025 -2.292 -1.088
P 1.443 -0.262 -0.970
O 1.781 1.089 -1.793
O 1.940 0.580 0.715
O 1.596 -0.258 1.833
H -1.107 1.866 1.778
H -0.868 -0.229 -1.607
H -1.758 -1.247 0.496
H -0.024 -1.556 0.577
H -1.599 -3.125 -0.811
H 1.308 1.975 -1.693
H 1.808 0.262 2.614
```

Here are the Löwdin charges for atoms 1 to 2, given in e:
1. O 0.083
2. C -0.543

***

No. 2
DFT (ωB97M-V with the def2-TZVPD basis set) results for 2 unconnected molecules or ions with the total composition BrClNO at a distorted geometry.

For the energy, the calculation gives -3164.20983 hartree. The value obtained for the HOMO energy (spin up / spin down) is -4.05 / -4.05 eV. Its charge is -1. Its gap between HOMO and LUMO (spin up / spin down) is 7.3 / 7.3 eV. The calculation puts the relative energy (zero: lowest compared OMol25 entry of this formula, charge and spin) at 0.0 kJ/mol.

```
4
BrClNO ωB97M-V with the def2-TZVPD basis set
N -0.396 0.261 0.410
O -0.664 1.099 -0.374
Cl -1.233 -1.401 -0.063
Br 2.293 0.040 0.026
```

Here are the Löwdin charges for atoms 1 to 2, given in e:
1. N -0.472
2. O -0.166

***

No. 3
DFT (ωB97M-V with the def2-TZVPD basis set) results for 13 unconnected molecules or ions with the total composition C19H64O13 at a distorted geometry.

For the energy, the calculation gives -1740.19835 hartree. The value obtained for the HOMO energy is -9.41 eV. Its gap between HOMO and LUMO is 9.6 eV. The calculation puts the relative energy (zero: lowest compared OMol25 entry of this formula, charge and spin) at 187.6 kJ/mol.

```
96
C19H64O13 ωB97M-V with the def2-TZVPD basis set
C -0.482 -1.115 5.042
C -0.408 -2.506 4.443
O -1.729 -2.988 4.204
H 0.522 -0.754 5.265
H -0.956 -1.156 6.022
H -0.929 -0.348 4.410
H 0.226 -3.203 4.991
H 0.145 -2.369 3.514
H -1.731 -3.615 3.477
C 5.558 1.116 -0.680
C 4.182 1.354 -0.017
O 4.288 1.538 1.400
H 6.117 0.442 -0.031
H 6.141 2.032 -0.770
H 5.488 0.623 -1.649
H 3.569 0.462 -0.150
H 3.682 2.218 -0.455
H 4.239 0.721 1.901
C 1.991 -3.941 1.125
C 3.029 -4.677 2.020
O 4.055 -3.766 2.355
H 1.611 -3.051 1.626
H 1.100 -4.568 1.114
H 2.391 -3.617 0.164
H 3.503 -5.507 1.495
H 2.488 -5.099 2.868
H 4.868 -4.275 2.393
C -0.496 -0.323 1.023
C 0.654 -0.082 0.030
O 0.247 -0.118 -1.287
H -0.771 -1.362 1.210
H -1.396 0.265 0.848
H -0.167 0.034 1.999
H 1.395 -0.852 0.246
H 1.171 0.840 0.294
H 0.818 0.497 -1.753
C -3.924 -1.412 1.866
C -4.084 -0.976 3.331
O -5.167 -0.013 3.403
H -4.773 -2.039 1.593
H -2.973 -1.935 1.766
H -3.828 -0.535 1.226
H -3.222 -0.375 3.619
H -4.198 -1.838 3.989
H -5.194 0.340 4.296
C -3.281 0.906 -2.758
C -4.002 0.673 -1.436
O -5.355 0.470 -1.645
H -3.620 1.855 -3.174
H -3.456 0.164 -3.537
H -2.207 0.885 -2.575
H -3.859 1.509 -0.751
H -3.578 -0.202 -0.942
H -5.799 0.403 -0.796
C 1.432 3.699 1.613
O 0.834 2.673 2.353
H 2.475 3.418 1.467
H 1.018 3.883 0.622
H 1.342 4.633 2.169
H 1.338 2.619 3.168
C -1.746 -3.059 -0.839
O -1.228 -2.405 -1.987
H -1.623 -4.099 -1.141
H -1.122 -3.012 0.053
H -2.783 -2.811 -0.611
H -0.622 -1.699 -1.753
C -0.416 0.386 -5.172
O 0.538 0.604 -6.197
H -0.979 -0.539 -5.297
H -0.026 0.327 -4.156
H -1.134 1.201 -5.084
H 0.226 1.222 -6.863
C -0.923 3.338 -1.719
O -2.053 4.006 -1.190
H -1.006 3.020 -2.758
H -0.069 4.014 -1.688
H -0.552 2.465 -1.182
H -2.087 4.079 -0.233
C -3.114 2.793 2.146
O -2.001 3.346 1.497
H -4.084 3.226 1.901
H -3.261 1.744 1.891
H -2.914 2.747 3.216
H -1.217 2.861 1.764
C 2.667 -1.457 -3.887
O 3.599 -0.765 -3.060
H 3.026 -2.485 -3.944
H 1.724 -1.527 -3.344
H 2.504 -0.992 -4.859
H 4.438 -1.232 -3.058
C 2.645 2.469 -3.512
O 2.230 1.511 -2.587
H 2.045 3.356 -3.311
H 3.660 2.790 -3.276
H 2.512 2.154 -4.547
H 2.809 0.767 -2.768
```

Here are the Löwdin charges for atoms 1 to 2, given in e:
1. C -0.085
2. C -0.309

***

No. 4
DFT (ωB97M-V with the def2-TZVPD basis set) results for 2 unconnected molecules or ions with the total composition C3H6N2O at a distorted geometry.

For the energy, the calculation gives -302.53395 hartree. The value obtained for the HOMO energy is -9.40 eV. Its gap between HOMO and LUMO is 10.5 eV. The calculation puts the relative energy (zero: lowest compared OMol25 entry of this formula, charge and spin) at 417.8 kJ/mol. Its structure (SMILES) is N#[N+][O-].C=CC.

```
12
C3H6N2O ωB97M-V with the def2-TZVPD basis set
N -2.671 -1.297 0.148
N -3.132 -0.307 -0.041
O -3.601 0.717 -0.359
C 1.690 -1.050 -0.150
C 0.593 -0.332 0.133
C 0.836 1.134 0.249
H 1.503 -2.033 -0.448
H 2.624 -0.614 0.092
H -0.489 -0.555 -0.159
H -0.124 1.760 0.371
H 1.200 1.361 -0.836
H 1.571 1.217 1.000
```

Here are the Löwdin charges for atoms 1 to 2, given in e:
1. N 0.237
2. N -0.307

***

No. 5
DFT (ωB97M-V with the def2-TZVPD basis set) results for 7 unconnected molecules or ions with the total composition C16H33BBr14N2S at a distorted geometry.

For the energy, the calculation gives -37198.14609 hartree. The value obtained for the HOMO energy is -8.66 eV. Its gap between HOMO and LUMO is 8.7 eV. The calculation puts the relative energy (zero: lowest compared OMol25 entry of this formula, charge and spin) at 0.0 kJ/mol.

```
67
C16H33BBr14N2S ωB97M-V with the def2-TZVPD basis set
N 6.055 -2.993 -2.714
C 5.069 -3.067 -3.838
B 3.950 -4.142 -3.509
N 2.967 -3.800 -2.452
C 2.164 -3.030 -2.892
S 1.350 -1.949 -3.751
H 6.379 -2.040 -2.624
H 6.878 -3.486 -3.032
H 5.580 -3.409 -4.741
H 4.639 -2.077 -3.984
H 3.865 -5.177 -4.083
Br 2.545 3.509 -0.187
C 2.254 2.595 -1.880
C 2.172 1.104 -1.694
Br 3.934 0.321 -1.415
H 3.058 2.895 -2.543
H 1.311 2.984 -2.257
H 1.789 0.624 -2.592
H 1.562 0.815 -0.845
Br 2.931 6.103 2.426
C 4.828 6.532 2.431
C 5.147 7.638 1.463
Br 5.156 6.992 -0.373
H 5.359 5.613 2.215
H 5.047 6.841 3.451
H 6.150 8.020 1.638
H 4.437 8.458 1.506
Br 8.469 2.297 1.843
C 6.744 1.487 1.437
C 5.642 2.509 1.419
Br 5.120 3.033 3.222
H 6.583 0.704 2.170
H 6.863 1.042 0.451
H 4.744 2.093 0.973
H 5.915 3.419 0.892
Br -3.455 -2.185 -2.266
C -2.590 -3.364 -0.977
C -1.389 -2.704 -0.357
Br 0.142 -2.689 -1.619
H -2.350 -4.283 -1.502
H -3.349 -3.569 -0.224
H -1.056 -3.267 0.516
H -1.568 -1.672 -0.070
Br -6.303 -3.689 0.696
C -6.628 -4.525 -1.033
C -6.610 -6.025 -0.932
Br -4.793 -6.706 -0.787
H -5.878 -4.135 -1.716
H -7.611 -4.174 -1.339
H -7.012 -6.472 -1.838
H -7.156 -6.399 -0.073
Br -4.763 0.164 0.727
C -6.605 0.700 0.392
C -7.204 -0.068 -0.755
Br -6.565 0.587 -2.473
H -6.596 1.772 0.229
H -7.137 0.481 1.316
H -8.283 0.071 -0.782
H -6.977 -1.128 -0.718
Br -6.450 1.949 4.385
C -4.729 1.038 4.332
C -3.895 1.367 5.541
Br -3.113 3.143 5.408
H -4.255 1.317 3.399
H -4.969 -0.023 4.311
H -3.049 0.687 5.614
H -4.460 1.340 6.466
```

Here are the Löwdin charges for atoms 1 to 2, given in e:
1. N -0.012
2. C -0.226

***

No. 6
DFT (ωB97M-V with the def2-TZVPD basis set) results for 8 unconnected molecules or ions with the total composition C34H67Br2NO15S7 at a distorted geometry.

For the energy, the calculation gives -10454.25971 hartree. The value obtained for the HOMO energy is -8.42 eV. Its gap between HOMO and LUMO is 8.7 eV. Its structure (SMILES) is COC[C@@H](N)/C(Br)=C(/C)Br.O=S1(=O)CCCC1.O=S1(=O)CCCC1.O=S1(=O)CCCC1.O=S1(=O)CCCC1.O=S1(=O)CCCC1.O=S1(=O)CCCC1.O=S1(=O)CCCC1.

```
126
C34H67Br2NO15S7 ωB97M-V with the def2-TZVPD basis set
C -1.691 4.896 -0.816
O -3.041 4.563 -1.166
C -3.234 3.145 -1.269
C -4.751 2.699 -1.003
N -4.982 2.183 0.376
C -5.751 3.838 -1.462
Br -6.568 3.603 -3.265
C -6.101 4.990 -0.771
C -7.102 6.053 -1.369
Br -5.338 5.388 0.990
H -1.227 4.166 -0.081
H -1.028 5.028 -1.734
H -1.729 5.893 -0.264
H -2.494 2.534 -0.660
H -3.028 2.867 -2.359
H -4.925 1.818 -1.706
H -5.299 1.193 0.276
H -4.032 2.076 0.767
H -6.578 6.732 -2.117
H -7.510 6.684 -0.524
H -7.989 5.581 -1.884
O -1.517 2.688 2.809
S -1.181 4.044 3.181
O -0.364 4.891 2.342
C -2.688 4.902 3.578
C -2.894 4.640 5.064
C -1.514 4.803 5.709
C -0.511 4.035 4.842
H -3.500 4.525 2.958
H -2.527 5.964 3.385
H -3.626 5.325 5.494
H -3.254 3.619 5.219
H -1.245 5.863 5.733
H -1.504 4.440 6.738
H 0.468 4.513 4.838
H -0.417 2.997 5.163
O -0.041 -0.775 -0.402
S 0.852 0.351 -0.548
O 0.741 1.280 -1.651
C 0.857 1.265 0.981
C 1.960 0.614 1.806
C 3.122 0.383 0.838
C 2.541 -0.234 -0.436
H -0.123 1.207 1.451
H 1.101 2.303 0.746
H 2.253 1.242 2.649
H 1.614 -0.345 2.203
H 3.595 1.341 0.601
H 3.887 -0.261 1.273
H 3.090 0.079 -1.323
H 2.518 -1.323 -0.378
O 4.618 -2.403 1.922
S 4.667 -3.837 1.737
O 3.979 -4.748 2.622
C 4.205 -4.208 0.053
C 5.519 -4.151 -0.718
C 6.549 -4.865 0.161
C 6.379 -4.336 1.587
H 3.469 -3.486 -0.298
H 3.783 -5.214 0.037
H 5.428 -4.620 -1.699
H 5.820 -3.109 -0.868
H 6.359 -5.940 0.143
H 7.563 -4.708 -0.198
H 6.598 -5.103 2.330
H 7.003 -3.458 1.764
O 8.722 -6.512 0.406
S 8.981 -7.493 1.436
O 8.041 -8.544 1.748
C 10.584 -8.219 1.139
C 11.553 -7.308 1.883
C 10.887 -7.002 3.227
C 9.429 -6.634 2.943
H 10.776 -8.268 0.068
H 10.579 -9.223 1.567
H 12.528 -7.782 2.012
H 11.700 -6.380 1.323
H 10.926 -7.890 3.864
H 11.399 -6.197 3.757
H 8.768 -6.952 3.749
H 9.312 -5.564 2.768
O -1.824 9.561 -0.686
S -0.877 9.851 -1.737
O 0.036 10.969 -1.663
C 0.052 8.368 -2.088
C -0.773 7.648 -3.147
C -1.230 8.732 -4.127
C -1.755 9.908 -3.297
H 0.181 7.787 -1.176
H 1.024 8.669 -2.483
H -0.194 6.870 -3.646
H -1.646 7.177 -2.686
H -0.378 9.059 -4.731
H -1.994 8.362 -4.812
H -1.562 10.863 -3.784
H -2.820 9.805 -3.088
O -3.934 -2.056 -1.206
S -4.301 -2.029 0.191
O -5.318 -1.133 0.704
C -4.681 -3.693 0.711
C -3.344 -4.264 1.161
C -2.669 -3.153 1.969
C -2.811 -1.855 1.170
H -5.127 -4.247 -0.116
H -5.383 -3.630 1.544
H -3.474 -5.172 1.752
H -2.730 -4.512 0.290
H -3.172 -3.048 2.935
H -1.620 -3.379 2.169
H -2.907 -0.989 1.824
H -1.972 -1.714 0.486
O -4.552 -5.833 -2.266
S -5.294 -6.037 -3.489
O -6.175 -7.167 -3.674
C -6.187 -4.538 -3.864
C -5.210 -3.715 -4.694
C -4.561 -4.701 -5.670
C -4.156 -5.941 -4.868
H -6.489 -4.045 -2.941
H -7.067 -4.813 -4.449
H -5.715 -2.901 -5.216
H -4.444 -3.278 -4.046
H -5.285 -4.981 -6.441
H -3.699 -4.260 -6.174
H -4.235 -6.850 -5.463
H -3.147 -5.846 -4.466
```

Here are the Löwdin charges for atoms 1 to 2, given in e:
1. C -0.106
2. O -0.247